Record 1
Formula: C5H16N2P2
Source: OMol25
Level of theory: ωB97M-V/def2-TZVPD

Element x y z (Å)
C -2.4224 -0.2634 1.8608
C -2.0960 -0.1302 -0.9252
C 1.9512 -1.0024 -1.5543
C 2.7010 1.5250 0.3284
C 0.3033 0.3674 0.7562
N -1.2020 -2.5487 0.4545
N 0.8510 1.4956 -1.9591
P -1.3741 -0.9566 0.5432
P 1.3728 0.6993 -0.7653
H -1.8299 -0.4989 2.7702
H -2.5683 0.7735 1.9308
H -3.3740 -0.9149 1.9368
H -3.1762 -0.2140 -1.1754
H -1.8007 0.8243 -1.1273
H -1.5936 -0.6648 -1.7343
H 0.9491 -1.5235 -1.4949
H 2.2605 -1.0118 -2.5974
H 2.5536 -1.6300 -0.8588
H 2.4154 1.9871 1.2671
H 3.6075 0.8676 0.5310
H 3.0801 2.4236 -0.1774
H -0.1771 1.2608 1.0232
H 0.5816 -0.2968 1.5041
H -1.4042 -2.9398 1.3570
H 0.3914 2.3717 -1.8940

Atomic forces in eV per Å
0.1 -3.5 1.6
-0.8 -3.6 -0.9
-2.1 0.2 2.5
1.6 -0.2 -1.0
-2.6 -3.1 -3.4
-0.1 2.3 -0.4
-0.4 -0.2 -0.8
0.2 2.3 -1.2
1.8 -1.6 1.9
-0.5 0.0 -0.1
-0.4 1.4 -0.6
1.3 1.3 -0.2
0.5 -0.3 0.8
1.0 2.8 0.3
-0.1 -0.2 -0.3
0.9 0.4 -0.3
0.2 0.6 0.3
0.0 0.7 -0.6
-0.8 -0.6 0.3
-1.2 0.6 -0.3
0.1 -0.4 -0.5
-0.4 1.3 0.7
1.8 -0.4 1.7
0.0 -0.4 0.5
-0.3 0.7 0.2

## Properties
LUMO = 0.67 eV
orbital gap = 9.206 eV



Record 2
Formula: C18H16AlBN2O2S
Source: OMol25
Level of theory: ωB97M-V/def2-TZVPD

Element x y z (Å)
Al -0.2643 -0.8548 0.5788
C 0.0156 -0.2535 -2.7095
C -1.3612 -0.0902 -2.1456
C -2.3788 0.3384 -3.0279
C -3.6430 0.5391 -2.5740
C -3.9382 0.3157 -1.2131
C -5.2399 0.4966 -0.6936
C -5.4804 0.2500 0.6259
C -4.4376 -0.1842 1.4649
C -3.1602 -0.3657 0.9961
S -1.8790 -0.8773 2.0799
C -2.8878 -0.1043 -0.3775
N -1.6072 -0.2982 -0.8588
H 0.0189 0.0564 -3.7517
H 0.3466 -1.2870 -2.6646
H 0.7365 0.3528 -2.1603
H -2.1229 0.5023 -4.0644
H -4.4307 0.8666 -3.2414
H -6.0265 0.8247 -1.3605
H -6.4720 0.3817 1.0368
H -4.6383 -0.3816 2.5096
B 2.3551 -4.0187 -1.4621
C 1.4347 -2.9384 -0.8072
N 0.7059 -2.1475 -0.3730
H 1.7243 -5.0482 -1.4154
H 2.5207 -3.6403 -2.6024
H 3.3808 -4.0589 -0.8286
O 0.7834 0.7128 0.3759
C 1.4959 0.3329 1.3751
O 1.1299 -0.7421 1.9342
C 2.6601 1.1058 1.8204
C 3.4429 0.6174 2.8621
C 4.5475 1.3406 3.2781
C 4.8621 2.5424 2.6576
C 4.0791 3.0279 1.6182
C 2.9749 2.3087 1.1947
H 3.1771 -0.3207 3.3292
H 5.1643 0.9678 4.0844
H 5.7272 3.1041 2.9853
H 4.3321 3.9640 1.1393
H 2.3524 2.6628 0.3850

Atomic forces in eV per Å
0.3 0.4 -0.4
0.1 0.0 0.0
0.1 0.2 -0.1
0.0 -0.1 0.0
0.0 0.0 0.1
0.0 0.0 -0.1
0.0 0.0 0.0
0.0 0.0 0.0
-0.1 0.0 0.0
0.1 0.0 -0.1
-0.1 -0.2 0.0
0.0 -0.2 0.1
-0.2 -0.1 0.1
0.0 0.0 0.0
0.0 -0.1 0.0
0.0 0.0 0.1
0.0 0.0 0.0
0.0 0.0 0.0
0.0 0.0 0.0
0.0 0.0 0.0
0.0 0.0 0.0
0.0 0.1 0.0
-0.2 -0.1 0.0
-0.2 -0.2 0.2
0.0 0.0 0.0
0.0 0.0 0.0
0.0 0.0 0.0
-0.1 -0.1 0.0
0.0 0.0 0.1
0.2 0.1 0.0
0.1 0.0 0.1
0.0 0.1 0.0
0.0 0.0 0.0
0.0 0.0 0.0
0.0 0.0 0.0
0.0 0.0 0.0
0.0 0.0 0.0
0.0 0.0 0.0
0.0 0.0 0.0
0.0 0.0 0.0
0.0 0.0 0.0

## Properties
LUMO = -0.80 eV
orbital gap = 7.684 eV



Record 3
Formula: C48H64N2O3P2STl
Source: OMol25
Level of theory: ωB97M-V/def2-TZVPD

Element x y z (Å)
Tl -1.7643 1.0657 -1.0952
O -3.4679 0.5679 1.1152
N -4.5270 1.3244 1.1491
C -5.7327 0.7124 1.1314
C -6.9170 1.4006 1.1800
C -6.8647 2.7939 1.2446
C -5.6391 3.4100 1.2544
C -4.4201 2.7007 1.2022
S -2.8974 3.4609 1.1985
H -5.6565 -0.3624 1.0684
H -7.8495 0.8548 1.1545
H -7.7730 3.3829 1.2770
H -5.5540 4.4868 1.2932
C -0.1380 1.9305 -5.0796
C 0.3881 2.6049 -3.8178
C 0.7724 4.0592 -4.0774
C 1.5515 1.8452 -3.1717
C 2.8271 1.7679 -4.0198
O 3.3558 0.4822 -3.7307
C 2.2857 -0.2524 -3.1910
N 1.2367 0.4527 -2.8926
C 2.5022 -1.6483 -3.0802
C 3.7083 -2.1960 -3.6186
C 3.9246 -3.5373 -3.7379
C 2.9185 -4.4592 -3.3313
C 1.7752 -3.9552 -2.7518
C 1.5349 -2.5892 -2.5429
P 0.0611 -2.1308 -1.5886
C 0.0323 -3.4178 -0.2684
C 1.2011 -3.9745 0.2475
C 1.1689 -4.8093 1.3572
C -0.0371 -5.1182 1.9691
C -1.2126 -4.5732 1.4658
C -1.1735 -3.7240 0.3715
C -1.2628 -2.7702 -2.7194
C -1.6988 -4.0902 -2.8301
C -2.6574 -4.4496 -3.7674
C -3.2046 -3.4923 -4.6114
C -2.7864 -2.1727 -4.5077
C -1.8265 -1.8192 -3.5706
H -1.1417 2.2892 -5.3124
H -0.1990 0.8518 -4.9320
H 0.5094 2.1258 -5.9403
H -0.4279 2.6059 -3.0877
H 1.5899 4.1256 -4.8027
H 1.0946 4.5527 -3.1577
H -0.0741 4.6183 -4.4807
H 1.7911 2.3625 -2.2304
H 3.5731 2.5209 -3.7573
H 2.6158 1.8383 -5.0946
H 4.4642 -1.5048 -3.9660
H 4.8589 -3.8939 -4.1587
H 3.0485 -5.5272 -3.4546
H 1.0290 -4.6650 -2.4066
H 2.1460 -3.7517 -0.2348
H 2.0949 -5.2224 1.7413
H -0.0631 -5.7726 2.8330
H -2.1612 -4.7931 1.9415
H -2.0930 -3.2747 0.0148
H -1.2889 -4.8522 -2.1793
H -2.9772 -5.4835 -3.8366
H -3.9587 -3.7710 -5.3384
H -3.2166 -1.4051 -5.1394
H -1.5173 -0.7808 -3.4963
C -3.7395 1.1462 -3.9624
O -3.2567 1.5521 -2.7492
H -4.2696 1.9597 -4.5032
H -4.4694 0.3122 -3.8932
H -2.9563 0.7921 -4.6677
C 4.9301 -0.6429 2.9910
C 4.7903 0.1587 1.7021
C 3.4838 0.9681 1.7108
C 2.3441 0.2454 2.4606
C 2.5545 -1.2645 2.3321
C 3.8256 -1.7094 3.0683
P 0.7183 0.7309 1.7086
C -0.5738 0.2042 2.9348
C -0.2736 0.2959 4.4494
C -0.1259 -1.0839 5.0868
C -1.4130 -1.9073 4.9459
C -2.1059 -1.6610 3.5932
C -1.1075 -1.1818 2.5489
C 0.6285 2.5728 1.9347
C 1.1157 3.1908 3.2567
C 1.3893 4.6959 3.1073
C 0.3875 5.3199 2.1412
C 0.5970 4.7698 0.7193
C 1.1832 3.3496 0.7385
H 4.8480 0.0426 3.8414
H 5.9167 -1.1093 3.0603
H 4.7952 -0.5292 0.8520
H 5.6418 0.8296 1.5615
H 3.1773 1.1627 0.6783
H 3.6602 1.9432 2.1744
H 2.3831 0.5121 3.5245
H 2.6196 -1.5098 1.2690
H 1.6975 -1.8240 2.7076
H 4.1838 -2.6468 2.6331
H 3.5894 -1.9212 4.1160
H -1.3883 0.8991 2.6961
H -1.0949 0.8236 4.9480
H 0.6226 0.8867 4.6452
H 0.1420 -0.9848 6.1438
H 0.7043 -1.6125 4.6087
H -2.0957 -1.6579 5.7651
H -1.1726 -2.9696 5.0542
H -2.8819 -0.8961 3.6858
H -2.6063 -2.5720 3.2554
H -1.5868 -1.1035 1.5742
H -0.3000 -1.9134 2.4464
H -0.4583 2.7119 1.8816
H 2.0193 2.6933 3.6219
H 0.3471 3.0437 4.0197
H 2.4034 4.8546 2.7233
H 1.3486 5.1831 4.0862
H 0.4717 6.4101 2.1431
H -0.6257 5.0822 2.4775
H 1.2609 5.4329 0.1553
H -0.3613 4.7555 0.1953
H 2.2763 3.3896 0.7823
H 0.9266 2.8255 -0.1832

Atomic forces in eV per Å
0.0 0.0 0.2
0.1 0.0 0.0
0.0 -0.1 0.0
-0.1 0.0 0.0
0.0 0.0 0.0
0.0 0.0 0.0
0.0 0.0 0.0
0.1 0.0 0.0
-0.1 0.0 0.0
0.0 0.0 0.0
0.0 0.0 0.0
0.0 0.0 0.0
0.0 0.0 0.0
0.0 0.0 0.0
0.0 0.0 0.1
0.0 0.0 0.0
0.0 0.0 0.0
0.0 0.0 0.0
0.0 0.0 0.1
0.1 0.0 0.0
0.0 0.0 -0.1
0.0 0.0 -0.1
0.0 0.0 0.0
0.0 0.0 0.0
0.0 0.0 0.0
0.0 0.0 0.0
0.0 -0.2 0.1
0.1 0.0 -0.2
-0.1 0.0 0.0
0.1 0.0 0.1
0.0 0.0 0.0
0.0 0.0 0.0
0.0 0.0 0.0
0.0 0.0 0.0
0.0 0.1 0.1
0.0 0.0 0.0
0.0 0.0 0.0
0.0 0.0 0.0
0.0 0.0 -0.1
-0.1 0.1 0.0
0.0 0.1 0.0
0.0 0.0 0.0
0.0 0.0 0.0
0.0 0.0 0.0
0.0 0.0 0.0
0.0 0.0 0.0
0.0 0.0 0.0
0.0 0.0 0.1
0.0 0.0 0.0
0.0 0.0 0.0
0.0 0.0 0.0
0.0 0.0 0.0
0.0 0.0 0.0
0.0 0.0 0.0
0.0 0.0 0.0
0.0 0.0 0.0
0.0 0.0 0.0
0.0 0.0 0.0
0.0 0.0 0.0
0.0 0.0 0.1
0.0 0.0 0.0
0.0 0.0 0.0
0.0 -0.1 0.0
0.0 0.0 0.0
-0.1 0.0 -0.1
0.0 0.1 0.0
0.0 0.0 0.0
0.0 0.0 0.0
0.0 0.0 0.0
0.0 0.0 0.0
0.0 0.0 0.0
0.0 0.0 0.0
0.0 0.0 0.0
0.0 0.0 0.0
0.0 0.0 0.0
0.0 0.0 -0.1
0.0 0.0 0.0
0.0 0.0 0.0
0.0 0.0 0.0
0.0 0.0 0.0
0.0 0.0 0.0
0.0 0.0 0.0
0.0 0.0 0.0
0.0 0.0 0.0
0.0 0.0 0.0
0.0 0.0 0.0
0.0 0.0 0.0
0.0 0.0 0.0
0.0 0.0 0.0
0.0 0.0 0.0
0.0 0.0 0.0
0.0 0.0 0.0
0.0 0.0 0.0
0.0 0.0 0.0
0.0 0.0 0.0
0.0 0.0 0.0
0.0 0.0 0.0
0.0 0.0 0.0
0.0 0.0 0.0
0.0 0.0 0.0
0.0 0.0 0.0
0.0 0.0 0.0
0.0 0.0 0.0
0.0 0.0 0.0
0.0 0.0 0.0
0.0 0.0 0.0
0.0 0.0 0.0
0.0 0.0 0.0
0.0 0.0 -0.1
0.0 0.0 0.0
0.0 0.0 0.0
0.0 0.0 0.0
0.0 0.0 0.0
0.0 0.0 0.0
0.0 0.0 0.0
0.0 0.0 0.0
0.0 0.0 0.0
0.0 0.0 0.0
0.0 0.0 0.0
0.0 0.0 0.0
0.0 0.0 -0.1

## Properties
energy relative to the best compared isomer or geometry (same formula, charge and spin) = 0.0 kJ/mol
charge = -2
spin multiplicity = 2
LUMO (alpha / beta) = 4.24 / 4.24 eV
orbital gap (alpha / beta) = 3.721 / 6.205 eV



no.,total energy (eV)
1,-26999.9693
2,-44115.6265
3,-94043.4068